No. 1
Here is C28H49MnN3OPS3Si as an isolated structure in a non-equilibrium geometry from OMol25. Energies are from ωB97M-V/def2-TZVPD.

Computed properties:
Relative energy (zero: lowest compared OMol25 entry of this formula, charge and spin), kJ/mol: 367.2

ORCA input file:
```
! RIJCOSX wB97M-V def2-TZVPD def2/J DEFGRID3
* xyz 1 2
Mn 0.821 0.971 0.031
S -2.304 -1.081 -0.698
S -0.965 -0.699 -3.298
S 3.082 0.842 0.537
P 0.304 1.351 2.255
Si 5.464 -1.772 0.660
O -0.141 1.807 -0.963
N 1.492 -0.923 -0.287
N -0.153 -1.328 -5.759
N -0.870 -3.056 -4.633
C -1.935 2.325 3.752
C 6.419 -3.253 0.003
C 2.808 -0.791 -0.012
C 1.756 3.753 2.311
C 5.073 -1.944 2.499
C -0.661 -1.736 -4.583
C -0.504 -3.624 -5.928
C 0.372 0.017 4.843
C -1.491 3.456 1.565
C -3.849 -0.610 -1.338
C 3.244 -2.980 -0.747
C -1.146 2.445 -1.704
C 1.420 2.528 3.173
C -1.390 2.136 2.335
C 6.414 -0.189 0.328
C 2.728 1.896 3.682
C 1.910 -3.093 -1.122
C -5.770 -1.108 -2.710
C -6.285 0.158 -2.456
C 1.047 -2.060 -0.833
C 0.119 -2.432 -6.674
C -4.393 0.648 -1.058
C 0.651 -1.396 2.771
C -4.566 -1.494 -2.151
C -1.517 -3.856 -3.626
C 3.739 -1.820 -0.153
C 0.007 -0.137 3.363
C -5.602 1.026 -1.615
H -0.017 -2.134 -1.007
H 3.921 -3.807 -0.924
H -7.221 0.462 -2.906
H -2.461 -4.257 -4.003
H 5.913 -4.201 0.194
H -1.180 2.025 -2.709
H 2.554 4.321 2.791
H -6.319 -1.800 -3.337
H -2.974 2.649 3.689
H 1.539 -3.989 -1.600
H -0.346 -2.256 -7.643
H 7.414 -0.257 0.762
H 0.194 -0.397 -5.899
H 4.518 -2.860 2.712
H 5.917 0.674 0.767
H -2.527 3.651 1.283
H -0.876 -4.693 -3.338
H 0.450 -2.254 3.414
H -0.940 3.515 -1.775
H -1.378 3.102 4.278
H 5.989 -1.961 3.094
H 7.398 -3.310 0.483
H -2.119 2.295 -1.236
H -0.265 -0.642 5.434
H -3.871 1.315 -0.384
H -6.016 2.003 -1.398
H 4.472 -1.096 2.836
H 2.116 3.441 1.328
H -1.707 -3.235 -2.753
H 0.237 -1.604 1.785
H 0.234 1.030 5.219
H -1.076 -0.270 3.294
H 3.533 2.067 2.973
H -1.905 1.410 4.341
H 1.401 -0.278 5.032
H 6.589 -3.170 -1.073
H -1.389 -4.021 -6.430
H 0.910 4.423 2.174
H 0.211 -4.438 -5.795
H -1.165 4.292 2.183
H 6.528 -0.002 -0.742
H 1.191 -2.563 -6.824
H 1.733 -1.280 2.678
H 0.823 2.851 4.029
H -0.885 3.447 0.661
H -4.168 -2.481 -2.338
H 3.011 2.360 4.629
H -2.001 1.384 1.820
H 2.657 0.823 3.837
*
```

No. 2
Here is a 2-piece molecular cluster, C2H9N2O overall in a non-equilibrium geometry from OMol25. Energies are from ωB97M-V/def2-TZVPD.

Computed properties:
Relative energy (zero: lowest compared OMol25 entry of this formula, charge and spin), kJ/mol: 499.6

ORCA input file:
```
! RIJCOSX wB97M-V def2-TZVPD def2/J DEFGRID3
* xyz 1 1
O 1.990 -1.071 1.274
N 0.777 1.116 0.070
N -1.702 -0.795 0.345
C 0.056 0.154 -0.978
C -1.345 0.217 -0.621
H -2.630 -1.065 -0.006
H 2.106 -0.173 0.950
H 0.337 0.562 -1.953
H 2.792 -1.485 1.606
H -2.099 0.418 -1.395
H 0.536 -0.810 -0.808
H 1.221 1.924 -0.356
H -0.016 1.398 0.639
H -2.022 -0.389 1.234
*
```